1.
The following is a quantum chemistry calculation of a gas-phase ion, C10H15ClN (charge +1) at a distorted geometry, from OMol25.

```
! RIJCOSX wB97M-V def2-TZVPD def2/J DEFGRID3
* xyz 1 1
C 0.29383 2.35328 0.16540
N 0.80461 1.36179 -0.85567
C 0.14636 0.05390 -0.90311
C 0.94539 -0.87043 -1.83700
C -1.38570 0.20099 -1.78728
Cl -1.12229 1.47833 -3.04397
C -0.16628 -0.51540 0.39752
C 0.80739 -0.46271 1.45052
C 0.69548 -1.17769 2.62998
C -0.51066 -1.85825 2.85702
C -1.47394 -1.95863 1.82929
C -1.31553 -1.28431 0.60875
H 0.34291 1.85713 1.13307
H 0.92606 3.35620 0.15232
H -0.73446 2.55199 -0.09028
H 0.61068 1.76481 -1.76649
H 1.86193 1.26956 -0.88934
H 0.99338 -0.32352 -2.75586
H 2.02036 -0.92595 -1.37738
H 0.37367 -1.68380 -1.94816
H -2.24761 0.55959 -1.21828
H -1.56597 -0.71940 -2.26617
H 1.71188 0.02050 1.45356
H 1.42287 -0.95967 3.38111
H -0.71905 -2.31260 3.74785
H -2.31605 -2.49754 2.15405
H -2.12220 -1.29144 -0.04650
*
```

- Orbital gap: 9.7968 eV
- LUMO: -2.99 eV
- HOMO: -12.78 eV
- Relative energy (zero: lowest compared OMol25 entry of this formula, charge and spin): 63.3 kJ/mol
- Structure (SMILES): C[NH2+][C@](C)(CCl)c1ccccc1

Here are the Löwdin charges for atoms 1 to 2, given in e:
1. C 0.032
2. N -0.002

---

2.
The following is a quantum chemistry calculation of 3 unconnected molecules or ions with the total composition C10H15F2NO10S at a distorted geometry, from OMol25.

```
! RIJCOSX wB97M-V def2-TZVPD def2/J DEFGRID3
* xyz 0 1
N 1.72954 0.04880 -0.72064
C 2.00140 1.34339 -1.31073
O 0.84534 1.91377 -1.94142
S -0.26820 2.54115 -0.94075
O 0.05598 2.19296 0.41736
O -1.44148 1.50955 -1.43202
C -2.73501 1.94314 -0.99759
C -3.47670 0.70431 -0.53933
C -3.50933 -0.39509 -1.52580
O -4.68891 0.44135 -1.14271
H 2.28758 -0.03134 0.12028
H 2.08572 -0.66999 -1.33684
H 2.71644 1.21484 -2.12158
H 2.45810 2.03237 -0.60467
H -2.66816 2.61034 -0.13860
H -3.31983 2.35378 -1.81663
H -3.37408 0.41692 0.50009
H -3.62039 -0.20012 -2.58040
H -3.54846 -1.38337 -1.09228
C 6.19134 0.36000 -2.45424
C 7.05000 -0.77921 -1.95394
O 6.13529 -1.52506 -1.16906
C 4.89404 -1.31919 -1.68813
O 3.94241 -1.97737 -1.44343
O 4.90058 -0.25676 -2.53118
F 8.06157 -0.34331 -1.16770
H 6.16078 1.18388 -1.74017
H 6.50047 0.73712 -3.42501
H 7.45703 -1.41924 -2.73826
C -4.00026 -0.37826 4.01492
C -4.44266 -1.42241 3.01566
O -4.30901 -2.62255 3.75013
C -4.48425 -2.31246 5.07014
O -4.69016 -3.09939 5.92458
O -4.39632 -0.97046 5.25520
F -3.62388 -1.46558 1.93341
H -2.91772 -0.24351 4.00249
H -4.48404 0.58436 3.87173
H -5.47477 -1.31733 2.67711
*
```

- Orbital gap: 9.8114 eV
- LUMO: 0.41 eV
- HOMO: -9.41 eV

Here are the Löwdin charges for atoms 1 to 2, given in e:
1. N 0.056
2. C -0.327

---

3.
The following is a quantum chemistry calculation of a molecular structure, C10H15F5O9SV at a distorted geometry, from OMol25.

```
! RIJCOSX wB97M-V def2-TZVPD def2/J DEFGRID3
* xyz -2 2
O 0.88768 0.38452 -0.34498
V -0.26318 0.97496 0.57402
F 0.13789 -0.38215 2.08018
F -2.19166 1.41105 1.14648
C 2.02495 2.69529 1.12359
O 0.77355 2.49281 1.72322
H 2.44077 3.68500 1.39433
H 2.71995 1.96069 1.57138
H 2.00987 2.60792 0.03224
C -1.86884 3.88128 -2.80132
F -0.92807 3.84948 -3.76488
F -2.76274 4.83186 -3.08448
F -2.55480 2.71315 -2.89993
S -1.16474 3.98631 -1.08509
O -2.34601 4.30712 -0.33092
O -0.66141 2.64498 -0.83200
O -0.15600 5.01265 -1.15497
O 6.19100 -0.80632 2.61946
C 5.14519 -1.35969 2.40375
O 4.07314 -0.74183 1.90895
C 3.02682 -1.70806 1.56143
C 3.84508 -2.96068 1.28852
C 4.84595 -2.85433 2.46698
H 2.58580 -1.26884 0.66496
H 2.21343 -1.71378 2.28885
H 4.19798 -2.89653 0.26457
H 3.26160 -3.85868 1.50343
H 5.67303 -3.52240 2.22652
H 4.44446 -3.13093 3.43987
O -1.53513 -0.55707 -0.66211
C -2.55155 -1.12594 -0.86937
O -3.29643 -1.67089 0.11176
C -4.48779 -2.28117 -0.37378
C -4.61884 -1.76652 -1.80956
C -3.20573 -1.36710 -2.22694
H -5.35294 -2.10288 0.25611
H -4.30670 -3.36064 -0.43535
H -5.33852 -0.95468 -1.91452
H -4.99969 -2.54852 -2.47586
H -3.23543 -0.41052 -2.74569
H -2.67195 -2.08892 -2.83884
*
```

- Orbital gap (spin up / spin down): 5.3932 / 5.4914 eV
- LUMO (spin up / spin down): 4.36 / 4.36 eV
- HOMO (spin up / spin down): -1.03 / -1.13 eV

Here are the Löwdin charges for atoms 1 to 2, given in e:
1. O -0.412
2. V 1.003

---

4.
The following is a quantum chemistry calculation of a molecular structure, C10H15I2N6O at a distorted geometry, from OMol25.

```
! RIJCOSX wB97M-V def2-TZVPD def2/J DEFGRID3
* xyz 1 1
C -2.47901 0.42408 -2.63530
C -1.99268 1.28880 -1.49351
O -2.74521 1.96589 -0.83081
N -0.58995 1.23776 -1.22225
C 0.42035 1.44616 -2.24126
N -0.19099 0.99059 0.05896
N 0.92195 1.57923 0.59417
C 1.05806 1.11403 1.83463
C 2.16956 1.46051 2.75459
C 3.49202 1.16229 2.05513
N 3.82728 0.02795 1.61912
N 0.08682 0.26989 2.13479
C -0.67003 0.19527 1.03294
N -1.75881 -0.56928 0.90969
C -2.24551 -1.37878 1.96354
I -4.10950 -0.75898 2.74498
C -1.58909 -2.44848 2.40569
C -0.30144 -2.92788 1.83487
I -2.28420 -3.66193 3.96840
H -3.51687 0.17892 -2.49169
H -1.85702 -0.46090 -2.70192
H -2.32710 0.98022 -3.55282
H 1.18828 0.67926 -2.20300
H 0.89144 2.41728 -2.11811
H -0.02688 1.43848 -3.22044
H 1.56283 2.22989 0.17019
H 2.06073 0.79907 3.60195
H 2.09806 2.49426 3.06810
H 4.17882 1.98518 1.89123
H 3.11265 -0.67410 1.83363
H -2.31031 -0.59255 0.07144
H -0.38404 -3.93671 1.44891
H 0.43099 -2.96347 2.63397
H 0.08698 -2.29776 1.04788
*
```

- Orbital gap: 8.5176 eV
- LUMO: -3.12 eV
- HOMO: -11.64 eV

Here are the Löwdin charges for atoms 1 to 2, given in e:
1. C 0.019
2. C -0.448

---

5.
The following is a quantum chemistry calculation of a gas-phase ion, C10H15IN4 (charge +2) at a distorted geometry, from OMol25.

```
! RIJCOSX wB97M-V def2-TZVPD def2/J DEFGRID3
* xyz 2 1
C -0.01774 1.43939 -3.21012
N -0.92216 1.29826 -2.13050
N -0.59670 0.07854 -1.09124
C -0.63483 -1.22564 -1.67354
C 0.39863 -2.05115 -1.37372
N 1.64798 -1.52529 -1.35258
C 1.77894 -0.32814 -0.85776
C 0.55009 0.35175 -0.29647
C 0.29074 -0.26880 1.10866
N 1.09084 -1.35907 1.40355
C 1.60048 -2.35307 1.75261
I 2.76216 -3.87849 2.17444
C -0.39713 0.23492 2.11206
C -0.57823 -0.44376 3.50029
C -1.21832 1.49314 1.97391
H -0.32497 2.00553 -4.17906
H 0.77164 2.05272 -2.75065
H 0.41578 0.43665 -3.53132
H -1.94585 1.16397 -2.49720
H -0.92085 2.24135 -1.53593
H -1.56140 -1.44314 -2.19502
H 0.42224 -3.12144 -1.59993
H 2.78842 0.13404 -0.89161
H 0.54485 1.46645 -0.17665
H -0.54382 0.29693 4.32351
H -1.58516 -0.89272 3.36465
H 0.16007 -1.33875 3.66101
H -0.48829 2.18720 2.47247
H -1.36857 1.86333 0.94574
H -2.11886 1.48530 2.55038
*
```

- Orbital gap: 8.9016 eV
- LUMO: -7.03 eV
- HOMO: -15.93 eV
- Relative energy (zero: lowest compared OMol25 entry of this formula, charge and spin): 208.1 kJ/mol
- Structure (SMILES): C[NH2+]N1C=CN=C[C@@H]1C([N+]#CI)=C(C)C

Here are the Löwdin charges for atoms 1 to 2, given in e:
1. C -0.067
2. N 0.028

---

6.
The following is a quantum chemistry calculation of a single C10H15N molecule at a distorted geometry, from OMol25.

```
! RIJCOSX wB97M-V def2-TZVPD def2/J DEFGRID3
* xyz 0 1
C 1.45439 1.13294 -1.37822
C 0.69817 1.52113 -0.32450
C 2.61744 -1.02929 -0.97716
C 1.45632 -1.00435 1.08537
C 1.71468 -0.23499 -1.75447
C -0.43659 0.61712 0.17606
C 0.13889 -0.75500 0.32666
C -0.92359 1.09107 1.60112
C -1.54232 0.70598 -0.85573
C -0.78667 -1.85537 0.24126
N 2.51171 -1.42756 0.25256
H 1.93068 1.94825 -1.86673
H 0.66479 2.51655 -0.13119
H 3.56903 -1.40202 -1.46595
H 1.73284 -0.18421 1.71020
H 1.25202 -1.85988 1.72561
H 1.63393 -0.50817 -2.78670
H -0.07981 0.86456 2.28930
H -1.69530 0.35213 1.79449
H -1.32022 2.17472 1.64021
H -1.82336 1.76390 -0.86023
H -2.38328 0.07453 -0.60172
H -1.15707 0.43785 -1.81538
H -0.41310 -2.75344 -0.20546
H -1.79550 -1.64910 -0.01519
H -0.83833 -2.32617 1.39527
*
```

- Orbital gap (spin up / spin down): 8.1363 / 7.0882 eV
- LUMO (spin up / spin down): 0.39 / -0.28 eV
- HOMO (spin up / spin down): -7.75 / -7.36 eV
- Relative energy (zero: lowest compared OMol25 entry of this formula, charge and spin): 438.6 kJ/mol

Here are the Löwdin charges for atoms 1 to 2, given in e:
1. C -0.101
2. C -0.030

---

Number 1: DFT total energy -904.69435 hartree. Number 2: DFT total energy -1795.04242 hartree. Number 3: DFT total energy -2908.87115 hartree. Number 4: DFT total energy -1388.88641 hartree. Number 5: DFT total energy -905.96277 hartree. Number 6: DFT total energy -444.61197 hartree.